Record 1
{"formula": "C25H20AsCl5CoN3OS4Sb", "method": "the ωB97M-V functional and the def2-TZVPD basis", "relative_energy_kcal_mol": 31.6, "charge": -2, "homo_lumo_gap_ev": [4.3, 4.4], "s2": 0.916, "multiplicity": 2, "symbols": ["Co", "S", "Sb", "S", "S", "S", "Cl", "C", "C", "Cl", "C", "Cl", "C", "O", "C", "Cl", "C", "Cl", "N", "C", "C", "C", "C", "C", "C", "C", "N", "C", "C", "N", "C", "H", "H", "H", "H", "H", "H", "H", "C", "As", "C", "C", "C", "C", "C", "C", "C", "C", "H", "H", "H", "H", "H", "H", "H", "H", "H", "H", "H", "H", "H"], "coordinates": [[-0.367, 0.364, -0.489], [-2.579, 5.175, -2.638], [-0.382, 4.700, -3.159], [1.515, 1.541, -1.369], [-0.410, 1.931, -2.153], [1.044, 5.917, -1.834], [-1.531, -6.247, 3.389], [-1.282, -4.693, 2.669], [-2.067, -4.265, 1.601], [-3.317, -5.300, 0.999], [-1.865, -3.028, 1.019], [-2.885, -2.479, -0.260], [-0.852, -2.132, 1.464], [-0.653, -0.995, 0.958], [-0.088, -2.598, 2.574], [1.129, -1.528, 3.175], [-0.293, -3.835, 3.152], [0.684, -4.336, 4.489], [6.209, -4.141, -7.194], [5.307, -3.747, -6.594], [4.183, -3.259, -5.842], [4.371, -2.304, -4.840], [3.292, -1.839, -4.118], [2.014, -2.340, -4.382], [1.824, -3.285, -5.391], [2.904, -3.741, -6.121], [0.927, -1.880, -3.640], [-0.410, -1.818, -4.028], [-1.072, -1.245, -2.998], [-0.194, -0.979, -1.973], [0.984, -1.359, -2.384], [5.359, -1.912, -4.643], [3.428, -1.056, -3.384], [0.837, -3.678, -5.588], [2.760, -4.478, -6.898], [-0.733, -2.096, -5.012], [-2.106, -0.963, -2.930], [1.890, -1.262, -1.817], [0.956, 2.257, 2.239], [-0.642, 2.045, 1.158], [-0.989, 3.877, 0.699], [-2.030, 1.647, 2.504], [-1.977, 2.478, 3.737], [-1.236, 2.057, 4.840], [-1.152, 2.837, 5.982], [-1.810, 4.058, 6.044], [-2.551, 4.488, 4.953], [-2.634, 3.704, 3.812], [0.767, 2.897, 3.102], [1.675, 2.729, 1.568], [1.339, 1.289, 2.555], [-1.027, 4.485, 1.605], [-1.907, 3.978, 0.119], [-0.167, 4.227, 0.072], [-1.926, 0.586, 2.736], [-2.973, 1.790, 1.969], [-0.715, 1.107, 4.791], [-0.568, 2.490, 6.825], [-1.741, 4.671, 6.934], [-3.062, 5.441, 4.984], [-3.205, 4.051, 2.960]]}


Record 2
{"formula": "C7H12N3S", "method": "the ωB97M-V functional and the def2-TZVPD basis", "relative_energy_kcal_mol": 40.2, "charge": 1, "homo_lumo_gap_ev": 8.9, "multiplicity": 1, "symbols": ["C", "C", "C", "C", "C", "C", "C", "N", "N", "N", "S", "H", "H", "H", "H", "H", "H", "H", "H", "H", "H", "H", "H"], "coordinates": [[-2.784, -1.429, -0.135], [-1.462, -2.054, 0.074], [-2.904, -0.110, 0.074], [-0.405, -1.297, -0.042], [-1.723, 0.734, 0.427], [-0.439, 0.193, -0.271], [2.103, -0.427, -0.078], [3.104, -0.184, 0.828], [2.200, -0.007, -1.354], [0.737, 0.806, 0.415], [1.232, -1.953, 0.263], [-3.585, -1.940, -0.406], [-1.352, -3.123, 0.348], [-3.956, 0.308, 0.032], [-2.064, 1.615, 0.038], [-1.747, 0.639, 1.512], [-0.397, 0.478, -1.342], [3.988, 0.264, 0.521], [2.958, -0.665, 1.723], [1.394, -0.038, -1.925], [3.014, 0.446, -1.691], [1.061, 1.766, 0.187], [0.473, 0.793, 1.343]]}


Record 3
{"formula": "C8H14N2O", "method": "the ωB97M-V functional and the def2-TZVPD basis", "relative_energy_kcal_mol": 35.0, "homo_lumo_gap_ev": 9.3, "multiplicity": 1, "symbols": ["C", "C", "C", "N", "C", "H", "H", "H", "H", "H", "C", "C", "O", "C", "C", "N", "H", "H", "H", "H", "H", "H", "H", "H", "H"], "coordinates": [[-1.981, 1.407, 3.205], [-1.562, 1.009, 1.901], [-1.677, 2.102, 1.086], [-2.139, 3.147, 1.827], [-2.346, 2.727, 3.122], [-2.012, 0.797, 4.090], [-1.242, 0.017, 1.620], [-1.456, 2.234, 0.033], [-2.342, 4.067, 1.449], [-2.765, 3.377, 3.873], [1.687, -2.351, -2.352], [1.663, -0.925, -2.726], [2.047, -0.070, -1.728], [1.237, -0.310, -0.636], [1.167, -1.749, -0.175], [0.868, -2.736, -1.218], [2.747, -2.572, -2.146], [1.383, -2.877, -3.292], [2.175, -0.704, -3.679], [0.541, -0.699, -3.002], [1.382, 0.426, 0.248], [0.120, -0.086, -0.911], [0.429, -1.819, 0.651], [2.146, -1.959, 0.265], [-0.071, -2.454, -1.505]]}


Record 4
{"formula": "C4H10N2O", "method": "the ωB97M-V functional and the def2-TZVPD basis", "relative_energy_kcal_mol": 78.4, "homo_lumo_gap_ev": 8.9, "multiplicity": 1, "symbols": ["C", "N", "C", "C", "C", "N", "O", "H", "H", "H", "H", "H", "H", "H", "H", "H", "H"], "coordinates": [[-2.440, -0.308, -0.004], [-1.106, 0.283, 0.472], [0.229, -0.237, 0.419], [0.665, -0.884, -0.948], [1.173, 0.765, 1.007], [2.350, 0.784, 0.300], [0.859, 1.633, 1.755], [-3.230, 0.236, 0.495], [-2.472, -1.338, -0.013], [-2.244, 0.030, -1.010], [-1.483, 1.220, 0.788], [0.169, -1.137, 1.175], [-0.260, -1.364, -1.197], [0.881, -0.170, -1.782], [1.503, -1.648, -1.262], [3.136, 1.412, 0.533], [2.269, 0.725, -0.731]]}


Record 5
{"formula": "C6H11IN2O2", "method": "the ωB97M-V functional and the def2-TZVPD basis", "homo_lumo_gap_ev": 9.8, "multiplicity": 1, "symbols": ["C", "C", "C", "I", "O", "C", "N", "O", "H", "H", "H", "H", "H", "H", "H", "H", "C", "C", "N", "H", "H", "H"], "coordinates": [[1.884, -3.132, -0.418], [1.337, -1.866, 0.282], [0.615, -0.972, -0.690], [0.797, 1.139, -0.197], [-0.712, -1.356, -0.980], [-1.537, -1.525, 0.055], [-2.621, -2.291, -0.308], [-1.420, -1.038, 1.117], [1.435, -3.247, -1.390], [2.945, -3.054, -0.504], [1.648, -3.988, 0.191], [2.185, -1.308, 0.624], [0.766, -2.102, 1.160], [1.122, -1.036, -1.624], [-2.916, -2.819, 0.497], [-2.372, -2.935, -1.051], [-0.994, 5.299, 0.434], [0.419, 5.172, 0.753], [1.533, 5.065, 1.003], [-1.597, 5.317, 1.340], [-1.186, 6.217, -0.118], [-1.330, 4.461, -0.176]]}


Record 6
{"formula": "C38H27F3I2N5O9PbS", "method": "the ωB97M-V functional and the def2-TZVPD basis", "relative_energy_kcal_mol": 0.0, "charge": -1, "homo_lumo_gap_ev": 6.0, "multiplicity": 1, "symbols": ["Pb", "I", "C", "C", "C", "I", "C", "O", "C", "C", "N", "C", "C", "C", "C", "C", "C", "N", "C", "H", "H", "H", "H", "H", "H", "H", "H", "H", "H", "H", "O", "C", "O", "C", "C", "C", "N", "C", "C", "C", "O", "O", "H", "H", "H", "C", "C", "C", "C", "C", "C", "C", "S", "O", "O", "N", "C", "C", "C", "C", "C", "C", "C", "C", "N", "C", "H", "H", "H", "H", "H", "H", "H", "H", "H", "H", "H", "H", "H", "F", "C", "F", "F", "C", "O", "O"], "coordinates": [[0.860, -0.592, -0.783], [5.987, 4.868, 1.940], [4.392, 3.585, 1.528], [3.095, 3.978, 1.806], [2.035, 3.134, 1.513], [0.148, 3.760, 2.135], [2.218, 1.868, 0.919], [1.209, 1.078, 0.665], [3.565, 1.485, 0.696], [3.849, 0.140, 0.094], [3.171, 0.004, -1.208], [3.473, 1.072, -2.147], [2.251, 1.629, -2.830], [2.377, 2.674, -3.737], [1.284, 3.033, -4.500], [0.101, 2.322, -4.358], [0.048, 1.327, -3.408], [1.093, 1.021, -2.636], [4.622, 2.332, 0.983], [2.900, 4.938, 2.264], [4.929, 0.012, -0.033], [3.502, -0.667, 0.739], [3.375, -0.900, -1.632], [4.010, 1.877, -1.647], [4.104, 0.675, -2.947], [3.333, 3.169, -3.848], [1.358, 3.842, -5.215], [-0.774, 2.538, -4.955], [-0.854, 0.752, -3.254], [5.632, 1.999, 0.780], [1.801, -4.544, 5.291], [1.133, -3.499, 5.274], [0.479, -2.919, 6.158], [1.101, -2.779, 3.890], [0.379, -1.605, 3.721], [0.350, -0.994, 2.484], [0.985, -1.503, 1.428], [1.710, -2.612, 1.582], [1.793, -3.276, 2.790], [2.465, -3.083, 0.353], [3.164, -4.076, 0.403], [2.244, -2.384, -0.715], [-0.143, -1.194, 4.574], [-0.164, -0.061, 2.315], [2.388, -4.173, 2.886], [-5.073, 3.108, 4.136], [-4.270, 2.737, 2.920], [-4.453, 3.395, 1.708], [-3.716, 3.047, 0.585], [-2.768, 2.042, 0.683], [-2.570, 1.375, 1.879], [-3.323, 1.718, 2.988], [-1.821, 1.647, -0.769], [-2.744, 1.768, -1.873], [-0.649, 2.468, -0.794], [-1.341, 0.087, -0.592], [-2.352, -0.889, -0.504], [-3.705, -0.637, -0.389], [-4.649, -1.670, -0.242], [-4.281, -2.980, -0.246], [-2.918, -3.298, -0.425], [-2.464, -4.629, -0.544], [-1.152, -4.876, -0.818], [-0.271, -3.789, -0.929], [-0.654, -2.549, -0.743], [-1.959, -2.267, -0.537], [-5.831, 3.853, 3.898], [-4.429, 3.518, 4.916], [-5.573, 2.233, 4.555], [-5.189, 4.187, 1.637], [-3.876, 3.544, -0.362], [-1.841, 0.584, 1.931], [-3.168, 1.187, 3.920], [-4.088, 0.367, -0.426], [-5.691, -1.396, -0.136], [-5.005, -3.778, -0.145], [-3.179, -5.437, -0.443], [-0.770, -5.878, -0.949], [0.767, -3.947, -1.185], [0.217, -1.093, -5.678], [0.951, -2.078, -5.115], [1.919, -2.394, -5.978], [0.154, -3.147, -4.993], [1.509, -1.586, -3.748], [2.658, -1.182, -3.710], [0.621, -1.613, -2.842]]}


Record 7
{"formula": "C30H70N9O10Pt", "method": "the ωB97M-V functional and the def2-TZVPD basis", "relative_energy_kcal_mol": 82.4, "charge": 1, "homo_lumo_gap_ev": [8.6, 7.4], "s2": 2.007, "multiplicity": 3, "symbols": ["Pt", "C", "C", "C", "O", "H", "H", "H", "H", "H", "H", "H", "C", "O", "N", "C", "C", "H", "H", "H", "H", "H", "H", "H", "C", "O", "N", "C", "C", "H", "H", "H", "H", "H", "H", "H", "C", "O", "N", "C", "C", "H", "H", "H", "H", "H", "H", "H", "C", "O", "N", "C", "C", "H", "H", "H", "H", "H", "H", "H", "C", "O", "N", "C", "C", "H", "H", "H", "H", "H", "H", "H", "C", "O", "N", "C", "C", "H", "H", "H", "H", "H", "H", "H", "C", "O", "N", "C", "C", "H", "H", "H", "H", "H", "H", "H", "C", "O", "N", "C", "C", "H", "H", "H", "H", "H", "H", "H", "C", "O", "N", "C", "C", "H", "H", "H", "H", "H", "H", "H"], "coordinates": [[0.060, 0.354, -2.444], [0.327, -0.540, 1.763], [0.776, 0.660, 0.905], [2.291, 0.530, 0.699], [0.065, 0.821, -0.275], [0.979, -0.600, 2.638], [0.574, -1.420, 1.154], [-0.712, -0.678, 2.057], [0.521, 1.513, 1.556], [2.494, -0.516, 0.459], [2.878, 0.715, 1.602], [2.581, 1.238, -0.074], [-2.393, 2.263, -1.976], [-1.638, 1.702, -2.778], [-3.548, 2.821, -2.321], [-4.166, 2.727, -3.620], [-4.360, 3.426, -1.258], [-2.141, 2.449, -0.926], [-4.493, 3.691, -4.014], [-4.975, 2.007, -3.728], [-3.380, 2.467, -4.334], [-4.166, 2.971, -0.291], [-4.399, 4.511, -1.330], [-5.407, 3.147, -1.434], [-3.980, -1.770, 4.159], [-3.650, -0.776, 3.535], [-3.150, -2.793, 4.424], [-3.626, -4.047, 4.988], [-1.748, -2.801, 4.007], [-4.950, -1.825, 4.670], [-4.430, -3.934, 5.712], [-2.810, -4.659, 5.365], [-4.029, -4.698, 4.200], [-1.037, -2.749, 4.825], [-1.599, -3.674, 3.368], [-1.653, -1.946, 3.337], [1.161, 5.388, 3.324], [0.562, 5.884, 2.390], [2.226, 4.575, 3.149], [2.671, 4.155, 1.832], [2.887, 3.960, 4.281], [0.866, 5.573, 4.366], [1.930, 4.331, 1.055], [2.884, 3.090, 1.885], [3.545, 4.755, 1.565], [2.247, 3.845, 5.151], [3.367, 3.009, 4.037], [3.783, 4.542, 4.540], [-2.662, -4.982, 0.153], [-3.238, -5.968, -0.259], [-1.428, -5.007, 0.702], [-0.543, -3.839, 0.835], [-0.752, -6.259, 0.895], [-3.056, -3.956, 0.120], [-0.420, -3.916, 1.921], [-0.860, -2.870, 0.471], [0.382, -4.058, 0.308], [0.171, -6.302, 0.308], [-0.523, -6.564, 1.919], [-1.281, -7.125, 0.497], [-2.672, -1.311, -2.058], [-1.441, -1.258, -2.024], [-3.517, -0.896, -1.126], [-3.144, -0.403, 0.198], [-4.942, -0.874, -1.436], [-3.148, -1.630, -2.990], [-3.216, 0.678, 0.266], [-2.160, -0.758, 0.483], [-3.796, -0.946, 0.887], [-5.030, -1.130, -2.499], [-5.534, -1.676, -0.997], [-5.410, 0.108, -1.415], [2.584, -1.323, -3.061], [1.888, -0.917, -2.123], [3.885, -1.097, -3.177], [4.647, -1.631, -4.305], [4.595, -0.240, -2.249], [2.202, -1.910, -3.905], [4.330, -2.632, -4.589], [5.716, -1.609, -4.123], [4.482, -1.010, -5.190], [3.891, 0.446, -1.783], [5.195, -0.686, -1.454], [5.315, 0.376, -2.795], [-2.291, 4.401, 1.008], [-2.907, 5.435, 0.828], [-2.928, 3.254, 1.320], [-2.350, 1.923, 1.240], [-4.357, 3.257, 1.568], [-1.202, 4.243, 0.976], [-2.967, 1.180, 0.729], [-2.282, 1.507, 2.250], [-1.346, 1.996, 0.821], [-4.848, 3.142, 0.592], [-4.663, 2.464, 2.250], [-4.830, 4.155, 1.960], [4.735, -2.627, -0.664], [5.848, -2.290, -0.303], [4.085, -3.722, -0.234], [2.679, -3.901, -0.592], [4.617, -4.521, 0.873], [4.194, -2.101, -1.463], [2.179, -3.107, -0.023], [2.302, -4.883, -0.326], [2.353, -3.681, -1.611], [5.213, -3.828, 1.468], [3.841, -5.001, 1.457], [5.329, -5.231, 0.448], [2.353, 2.701, -2.534], [1.297, 2.104, -2.720], [3.216, 3.039, -3.509], [4.512, 3.622, -3.148], [2.895, 2.888, -4.884], [2.588, 3.030, -1.511], [4.699, 3.521, -2.079], [4.361, 4.705, -3.220], [5.343, 3.287, -3.757], [3.728, 2.400, -5.412], [2.002, 2.276, -4.984], [2.861, 3.847, -5.415]]}


Calculated total energy: -8956.82848; -836.08349; -497.92194; -343.07651; -792.91031; -3901.42262; -2549.04824 (Eh)